Run a
Formula: H32NO14
Source: OMol25
Level of theory: the ωB97M-V functional and the def2-TZVPD basis

Computed properties:
* LUMO energy: -2.83 eV
* HOMO-LUMO gap: 10.440 eV
* total charge: +1

Bonds (Å) are listed after each position.
Atoms and positions in Å:
1 N -0.871 -0.311 -1.126  H2 1.048, H3 1.025, H4 1.036, H5 1.025
2 H -0.745 -0.124 -2.150  N1 1.048
3 H -1.546 -1.080 -1.074  N1 1.025
4 H 0.037 -0.550 -0.686  N1 1.036
5 H -1.305 0.540 -0.755  N1 1.025
6 H 2.158 -3.161 0.707  O8 0.967
7 H 0.965 -3.904 1.226  O8 0.964
8 O 1.235 -3.345 0.488  H6 0.967, H7 0.964
9 H 2.503 -0.567 -0.278  O11 0.974
10 H 1.938 -1.890 -0.612  O11 0.968
11 O 1.743 -0.951 -0.750  H9 0.974, H10 0.968
12 H 2.175 0.811 1.080  O14 0.960
13 H 3.398 1.665 1.112  O14 0.964
14 O 3.081 0.801 1.399  H12 0.960, H13 0.964
15 H -2.277 1.115 1.500  O17 0.967
16 H -3.423 1.854 0.493  O17 0.957
17 O -2.646 1.311 0.628  H15 0.967, H16 0.957
18 H -1.020 2.314 0.307  O20 0.977
19 H -0.311 3.577 -0.232  O20 0.963
20 O -0.380 2.625 -0.361  H18 0.977, H19 0.963
21 H -1.219 -3.033 -2.746  O23 0.970
22 H -0.566 -2.178 -3.683  O23 0.969
23 O -1.354 -2.147 -3.120  H21 0.970, H22 0.969
24 H 2.589 3.473 -0.762  O26 0.962
25 H 1.382 2.506 -0.520  O26 0.980
26 O 2.360 2.559 -0.572  H24 0.962, H25 0.980
27 H 2.058 -1.228 2.817  O29 0.964
28 H 0.865 -1.810 2.073  O29 0.976
29 O 1.445 -1.026 2.102  H27 0.964, H28 0.976
30 H -3.531 -0.677 0.289  O32 0.971
31 H -3.752 -2.018 -0.194  O32 0.968
32 O -3.007 -1.416 -0.062  H30 0.971, H31 0.968
33 H -0.978 -2.914 3.173  O35 0.967
34 H -1.584 -2.504 1.846  O35 0.969
35 O -0.949 -2.206 2.514  H33 0.967, H34 0.969
36 H -0.722 3.427 2.777  O38 0.958
37 H -1.839 2.304 3.033  O38 0.956
38 O -1.540 3.025 2.480  H36 0.958, H37 0.956
39 H 2.713 0.424 -3.347  O41 0.961
40 H 2.530 1.561 -2.318  O41 0.966
41 O 2.469 1.349 -3.259  H39 0.961, H40 0.966
42 H -1.184 -0.326 3.370  O44 0.960
43 H -0.263 0.219 2.272  O44 0.967
44 O -0.956 0.476 2.895  H42 0.960, H43 0.967
45 H -0.056 -0.140 -4.473  O47 0.960
46 H 0.388 1.213 -3.847  O47 0.965
47 O -0.009 0.355 -3.652  H45 0.960, H46 0.965

Run b
Formula: H32NO14
Source: OMol25
Level of theory: the ωB97M-V functional and the def2-TZVPD basis

Computed properties:
* LUMO energy: -2.72 eV
* HOMO-LUMO gap: 10.573 eV
* total charge: +1

Bonds (Å) are listed after each position.
Atoms and positions in Å:
1 N -0.494 2.101 -0.779  H2 1.019, H3 1.026, H4 1.024, H5 1.018
2 H -1.360 2.580 -1.021  N1 1.019
3 H -0.434 1.084 -0.898  N1 1.026
4 H 0.318 2.499 -1.260  N1 1.024
5 H -0.342 2.325 0.203  N1 1.018
6 H -2.355 -2.888 -0.231  O8 0.968
7 H -0.881 -2.931 -0.080  O8 0.973
8 O -1.653 -2.456 0.276  H6 0.968, H7 0.973
9 H 1.478 -3.257 -1.102  O11 0.971
10 H 1.266 -4.302 0.107  O11 0.957
11 O 1.421 -3.391 -0.142  H9 0.971, H10 0.957
12 H 2.148 1.111 -0.257  O14 0.958
13 H 1.850 0.587 1.227  O14 0.958
14 O 2.295 1.238 0.681  H12 0.958, H13 0.958
15 H -3.047 1.352 2.504  O17 0.960
16 H -3.445 -0.202 2.400  O17 0.960
17 O -3.321 0.629 1.935  H15 0.960, H16 0.960
18 H -3.492 1.616 -1.473  O20 0.964
19 H -2.912 1.370 -2.864  O20 0.961
20 O -3.178 2.071 -2.263  H18 0.964, H19 0.961
21 H 0.144 -2.898 -3.402  O23 0.962
22 H 1.589 -2.401 -3.178  O23 0.965
23 O 0.809 -2.742 -2.725  H21 0.962, H22 0.965
24 H 1.440 4.287 0.148  O26 0.957
25 H 2.686 3.412 -0.407  O26 0.957
26 O 1.747 3.597 -0.440  H24 0.957, H25 0.957
27 H 2.611 -0.890 3.603  O29 0.965
28 H 2.256 -1.457 2.234  O29 0.967
29 O 2.187 -0.654 2.768  H27 0.965, H28 0.967
30 H -3.029 0.184 0.312  O32 0.988
31 H -2.619 -0.947 -0.584  O32 0.979
32 O -2.661 0.030 -0.592  H30 0.988, H31 0.979
33 H -0.157 -0.749 1.303  O35 0.966
34 H -1.271 -0.034 0.639  O35 0.980
35 O -0.291 -0.053 0.648  H33 0.966, H34 0.980
36 H -0.433 1.896 3.947  O38 0.960
37 H 0.286 1.320 2.704  O38 0.960
38 O -0.400 1.928 2.988  H36 0.960, H37 0.960
39 H 4.095 0.834 -1.766  O41 0.962
40 H 3.449 -0.374 -1.226  O41 0.968
41 O 3.268 0.348 -1.845  H39 0.962, H40 0.968
42 H -0.726 -2.502 2.427  O44 0.963
43 H 0.509 -1.845 3.163  O44 0.967
44 O -0.454 -1.926 3.150  H42 0.963, H43 0.967
45 H 0.591 0.648 -4.229  O47 0.960
46 H 0.350 -0.533 -3.195  O47 0.960
47 O 0.163 0.384 -3.411  H45 0.960, H46 0.960

Stability comparison, relative energies in hartree: run a 0.0000; run b 0.0140